Record 1
C17H21BN6O3SV | wB97M-V/def2-TZVPD

Values from the calculation:
Orbital gap (spin up / spin down)   8.6 / 8.9 eV
2S+1   4
Energy relative to the best compared isomer or geometry (same formula, charge and spin)   9.4 kcal/mol
Net charge   0
Max |F|   3.44 eV/A
HOMO (spin up / spin down)   -8.280 / -8.613 eV
LUMO (spin up / spin down)   0.01281 / 0.00945 Eh

CARTESIAN COORDINATES (ANGSTROEM)
V: 0.231459 0.181946 -0.130151
S: -1.906511 -0.120169 2.384738
O: -1.649318 -0.644245 0.995245
O: -0.674146 0.148517 3.147766
O: -2.863482 0.960657 2.471543
N: 0.077623 2.079127 -0.280158
N: -0.244863 0.568075 -2.912110
N: 2.101082 1.135960 -2.518625
N: 2.317370 0.324441 -1.426148
N: -0.598252 -0.264153 -1.840170
N: 0.390140 2.615532 -1.538797
C: 2.115484 -0.975085 3.153861
C: -4.069534 -3.403647 3.275146
C: 4.209651 0.544258 -2.685001
C: -2.704610 -1.435453 3.279569
C: -3.349884 -2.513459 5.339539
C: -1.691753 -0.919978 -3.699224
C: -0.263964 3.121490 0.536023
C: 3.209243 1.291813 -3.268032
C: 3.628624 -0.048218 -1.538970
C: -3.422497 -2.397657 2.562903
C: -0.095055 4.308653 -0.189863
C: 0.312467 3.943988 -1.465176
C: -2.679465 -1.480595 4.698026
C: -1.496228 -1.168536 -2.325504
C: -4.766715 -4.603779 5.405798
C: -0.891506 0.171967 -4.012866
C: -4.058511 -3.499956 4.662519
B: 0.734253 1.756758 -2.789656
H: -3.331049 -2.563889 6.413490
H: -4.099364 -5.220782 6.023337
H: -1.946886 -1.910695 -1.694803
H: 4.173375 -0.692301 -0.880791
H: -0.616329 2.938131 1.538199
H: 0.760698 2.430649 -3.779582
H: 5.214113 0.427969 -3.059934
H: -3.463744 -2.335329 1.467217
H: 1.639205 0.017195 3.270076
H: -2.321973 -1.459075 -4.382207
H: 3.207030 1.917980 -4.156914
H: -0.735226 0.712622 -4.934225
H: 3.184901 -0.913740 2.952216
H: 1.991212 -1.558341 4.065443
H: -2.139464 -0.706661 5.257039
H: -0.244364 5.305509 0.166527
H: -4.616783 -4.152329 2.733164
H: 1.548954 -1.400853 2.322003
H: 0.555283 4.525242 -2.337531
H: -5.267780 -5.286774 4.713328
H: -5.536452 -4.248188 6.104754

Atoms 1-6, force components in eV/Å:
V 0.54 -2.65 2.13
S 0.21 0.31 1.88
O 0.95 0.78 0.13
O -0.42 -0.19 -1.35
O 0.17 0.06 -0.88
N -0.49 3.20 -0.94

=====

Record 2
C44H38BrN5OReS | wB97M-V/def2-TZVPD

Values from the calculation:
Orbital gap (spin up / spin down)   4.6 / 3.2 eV
2S+1   2
Energy relative to the best compared isomer or geometry (same formula, charge and spin)   57.4 kcal/mol
Net charge   +4
Max |F|   2.29 eV/A
HOMO (spin up / spin down)   -17.469 / -17.464 eV
LUMO (spin up / spin down)   -0.47305 / -0.52277 Eh

CARTESIAN COORDINATES (ANGSTROEM)
Re: 0.677132 0.047549 0.630639
Br: -1.907578 1.968990 7.587822
S: -2.297837 -1.008446 -1.463499
O: -1.225428 -0.333456 -0.577150
N: 2.445635 -0.146117 1.844488
N: 0.416125 -1.814175 1.613775
N: 2.331130 -0.645148 -0.895400
N: 0.389600 1.713814 2.019674
N: 0.653333 1.733759 -0.487435
C: 2.737472 -2.019022 -1.083470
C: -0.218481 0.602775 4.090694
C: -6.844065 -0.283029 -3.137334
C: 1.047747 2.872829 0.103946
C: 2.155527 -4.276852 -1.645399
C: -1.313310 0.849179 -3.418087
C: 1.100213 1.330210 -3.780979
C: 0.936098 2.819151 1.508888
C: -1.258276 1.870896 5.846027
C: 1.484465 -3.468103 3.047434
C: -0.186010 1.758091 3.276423
C: -4.861038 0.188580 -1.850494
C: 3.679911 -2.953902 3.933731
C: -0.283425 3.288341 -2.305054
C: -0.776382 2.954597 3.759995
C: -0.508911 3.076047 -3.839534
C: -6.767520 0.981486 -3.709322
C: -0.647367 -2.616966 1.521951
C: 3.652326 -1.668933 3.306985
C: -5.758284 1.864270 -3.332698
C: -0.722273 -3.847012 2.168858
C: -5.882117 -0.686240 -2.226346
C: 1.406780 4.024064 -0.697299
C: -2.158321 -0.359451 -3.227682
C: 1.768967 -2.980436 -1.357989
C: 1.462899 -2.235132 2.381913
C: -0.154525 1.887379 -1.675255
C: 0.343063 -4.285828 2.926709
C: 4.663406 -0.701318 3.454168
C: 2.640970 -3.815560 3.814219
C: -4.804458 1.466888 -2.414199
C: 0.868538 4.165376 -1.918283
C: -3.870840 -0.226052 -0.819580
C: 0.070024 0.834694 -2.796690
C: -1.608506 2.028279 -3.960946
C: 3.423806 0.740427 1.997043
C: 3.505756 -4.612176 -1.664772
C: -0.725850 0.657608 5.359266
C: 2.547664 -1.332213 2.505930
C: -1.304507 3.012383 5.019769
C: 4.467396 -3.652907 -1.371917
C: 4.534410 0.507031 2.807283
C: 4.085840 -2.356174 -1.067499
C: 0.787301 2.485336 -4.349497
H: -1.143597 1.658363 -1.267078
H: -5.933407 -1.676109 -1.788590
H: -0.843751 3.829113 3.126718
H: -1.174846 3.783066 -1.903623
H: 1.132597 3.687681 2.127369
H: -2.531267 2.263400 -4.472768
H: -1.467542 -2.262382 0.914198
H: -3.181908 -0.213148 -3.573030
H: -7.477780 1.270906 -4.471721
H: 4.837954 -1.595929 -0.884191
H: 0.291277 -0.151082 -2.396254
H: -3.528127 0.604440 -0.201007
H: -4.017151 2.150985 -2.116257
H: 3.809176 -5.619581 -1.913109
H: 1.984557 0.750828 -4.012389
H: -4.282299 -1.007387 -0.179567
H: -7.646953 -0.953372 -3.410706
H: 3.329333 1.677738 1.461890
H: -1.760683 3.926129 5.377455
H: -1.731798 -1.220683 -3.748138
H: 2.664924 -4.781104 4.302206
H: 0.210906 -0.318538 3.719763
H: 1.169725 4.961178 -2.589003
H: 5.517005 -3.908756 -1.413010
H: -0.775657 4.010934 -4.324719
H: 2.137608 4.715147 -0.295984
H: -0.718048 -0.214262 5.998837
H: 1.381985 3.001343 -5.089534
H: 1.411112 -5.027588 -1.871782
H: 4.548973 -3.224280 4.519028
H: -5.724326 2.855887 -3.763132
H: -1.617367 -4.444440 2.070975
H: 5.525323 -0.911267 4.074982
H: 1.945923 -0.279866 -1.764718
H: 3.146004 -0.071386 -0.684838
H: 5.285635 1.276568 2.915162
H: 0.310259 -5.245040 3.428475
H: 0.717992 -2.702850 -1.355710

Atoms 1-6, force components in eV/Å:
Re -0.76 -0.41 -0.84
Br 0.34 -0.07 -0.99
S -0.73 0.06 -0.87
O 1.74 0.36 1.45
N -0.42 0.11 -0.26
N 0.03 0.04 0.13

=====

Record 3
C21H48N11OSYb | wB97M-V/def2-TZVPD

Values from the calculation:
Orbital gap (spin up / spin down)   8.5 / 8.5 eV
2S+1   2
Energy relative to the best compared isomer or geometry (same formula, charge and spin)   4.8 kcal/mol
Net charge   +2
Max |F|   1.21 eV/A
HOMO (spin up / spin down)   -14.152 / -14.153 eV
LUMO (spin up / spin down)   -0.20882 / -0.20913 Eh

CARTESIAN COORDINATES (ANGSTROEM)
Yb: 0.114399 -1.117543 0.628784
S: 0.218070 -3.334320 2.387794
O: 1.425181 -2.838831 1.614414
N: 1.682660 0.431363 1.575950
N: -1.981121 -3.709566 -2.809742
N: -0.380941 3.041961 -1.582400
N: 1.161847 0.933775 3.785607
N: -0.302177 0.761217 -0.898854
N: -3.055184 -2.761955 -1.024392
N: 1.776598 -1.183708 -0.978444
N: 2.650175 2.292070 2.657707
N: -0.899622 -2.384106 2.241537
N: -1.303379 2.337202 0.426059
N: -0.710890 -2.563256 -1.157130
C: 1.804777 -2.618636 -1.346331
C: -3.135481 -2.477451 0.384716
C: -4.232897 -2.373501 -1.808249
C: 0.467471 -3.093969 -1.888586
C: 1.821349 1.207574 2.638279
C: -1.870484 1.278624 1.225797
C: -0.628643 2.016326 -0.721870
C: 2.979267 -0.792753 -0.201953
C: 0.692034 1.987060 4.682074
C: 2.784798 0.490595 0.591667
C: 0.888542 3.199126 -2.275865
C: -1.870918 -2.987909 -1.646640
C: -2.940334 -4.814465 -2.918385
C: 0.112623 0.238643 -2.211753
C: 1.541876 -0.296816 -2.150148
C: -1.344699 4.120092 -1.803075
C: 0.758629 -0.418776 4.118016
C: 2.611634 3.313317 1.617519
C: -1.446856 -3.257582 -4.094551
C: 3.453979 2.631655 3.830136
C: -1.027259 3.574268 1.154480
H: 3.563670 3.398089 1.090546
H: 3.832541 -0.642083 -0.868916
H: 0.791317 -0.547178 5.199880
H: 1.456160 -1.124106 3.670627
H: 0.828627 2.963213 4.223880
H: 0.797415 3.053298 -3.354324
H: -2.534724 -3.168414 0.958220
H: -0.258728 -0.651966 3.796802
H: 2.624275 1.312432 -0.107275
H: -2.831390 -1.453281 0.631391
H: 1.771443 -0.830911 -3.074756
H: 0.470842 -4.185523 -1.868884
H: -0.959120 5.078672 -1.447506
H: 3.223207 -1.610752 0.473672
H: -1.202290 -2.196898 -4.067700
H: -2.381950 0.556956 0.593543
H: -1.112411 0.771003 1.851998
H: -0.373974 1.842725 4.873474
H: -2.458640 -5.636318 -3.447673
H: -4.496859 -1.338335 -1.579711
H: -4.170859 -2.578227 0.706579
H: -3.835264 -4.529478 -3.476919
H: -2.279976 3.901003 -1.295677
H: 2.389505 4.278804 2.077005
H: 2.237151 0.536417 -2.083990
H: -2.228419 -3.383017 -4.844212
H: -0.410970 4.237248 0.557343
H: 3.551965 1.767984 4.482395
H: -0.574308 -3.827258 -4.417636
H: -1.542562 4.209923 -2.871923
H: 3.031779 3.465439 4.394775
H: -5.087098 -3.007476 -1.570197
H: 1.821903 3.099106 0.901948
H: -0.560294 -0.578293 -2.459397
H: 0.424974 -2.803814 -2.931730
H: 1.622741 2.504668 -1.880413
H: -1.951279 4.091709 1.412191
H: -3.231276 -5.163861 -1.931907
H: -0.488586 3.346526 2.080285
H: 3.738500 0.677077 1.087266
H: 2.559524 -2.801671 -2.115561
H: 1.215662 1.968199 5.639452
H: 2.088095 -3.183780 -0.465235
H: -4.028937 -2.442981 -2.870631
H: 4.449308 2.920797 3.492229
H: 0.030709 0.964926 -3.019250
H: -2.596832 1.698092 1.919449
H: 1.260409 4.211590 -2.105694

Atoms 1-6, force components in eV/Å:
Yb -0.30 1.04 -0.54
S 0.11 0.13 0.01
O -0.01 -0.19 -0.07
N 0.08 -0.41 -0.27
N 0.06 -0.06 -0.16
N -0.03 0.07 -0.03

=====

Record 4
C5H10O | wB97M-V/def2-TZVPD

Values from the calculation:
Orbital gap   8.5 eV
2S+1   1
Energy relative to the best compared isomer or geometry (same formula, charge and spin)   121.7 kcal/mol
Net charge   0
Max |F|   1.15 eV/A
HOMO   -7.424 eV
LUMO   0.03973 Eh

CARTESIAN COORDINATES (ANGSTROEM)
O: 1.129820 -1.211062 -0.186742
C: -0.256023 -1.193140 -0.132008
C: -0.374464 0.063148 0.651238
C: -1.179054 0.465987 -0.514754
C: 1.835846 1.060117 -0.377299
C: 1.164927 0.057537 0.521170
H: 1.759119 2.043290 0.082554
H: -0.732925 -1.942292 -0.735181
H: -2.215713 0.730068 -0.236432
H: -2.465488 -1.669799 0.792633
H: 2.891875 0.789875 -0.517551
H: 1.347057 1.060804 -1.355424
H: -0.873144 0.877660 -1.462501
H: -2.847318 -1.229212 0.339320
H: 1.648273 -0.012293 1.499065
H: -0.832783 0.109318 1.631913

Atoms 1-6, force components in eV/Å:
O -0.30 0.30 -0.56
C -0.32 0.26 -0.29
C -0.01 -0.19 0.16
C 0.26 -0.11 -0.06
C -0.05 0.08 0.15
C 0.14 0.27 -0.08